<w>
{"formula": "C2H8N3O", "method": "the ωB97M-V functional and the def2-TZVPD basis", "elements": ["C", "C", "N", "N", "N", "O", "H", "H", "H", "H", "H", "H", "H", "H"], "positions_angstrom": [[-1.839, 0.323, -0.344], [-0.455, 0.078, -0.091], [1.740, 0.547, 0.526], [0.745, 0.747, -0.458], [0.070, -1.436, 0.041], [-1.270, 0.399, 0.955], [-1.955, 1.291, -0.909], [-2.584, -0.393, -0.518], [2.614, 0.908, 0.151], [1.561, 1.091, 1.312], [0.773, 1.635, -0.919], [0.968, -1.399, 0.604], [0.321, -1.859, -0.844], [-0.689, -1.932, 0.494]], "charge": 1, "homo_lumo_gap_ha": 0.403, "smiles": "NN[C@]1([NH3+])CO1", "lumo_energy_ev": -3.24}

<x>
{"formula": "C2H8N3O", "method": "the ωB97M-V functional and the def2-TZVPD basis", "elements": ["C", "C", "N", "N", "N", "O", "H", "H", "H", "H", "H", "H", "H", "H"], "positions_angstrom": [[1.982, -0.464, -0.294], [0.520, -0.062, -0.090], [-1.390, -0.638, 0.622], [-0.603, -0.763, -0.508], [0.127, 1.333, 0.068], [1.249, -0.518, 0.924], [2.240, -1.359, -0.743], [2.759, 0.143, -0.085], [-2.355, -0.963, 0.469], [-1.012, -1.322, 1.320], [-0.630, -1.698, -1.044], [-0.893, 1.389, 0.080], [0.575, 1.875, -0.723], [0.538, 1.729, 0.894]], "charge": 1, "homo_lumo_gap_ha": 0.395, "smiles": "NN[C@]1([NH3+])CO1", "lumo_energy_ev": -3.37}

The structure with the greatest stability is <w>.

<w>
{"formula": "C13H19NO", "method": "the ωB97M-V functional and the def2-TZVPD basis", "elements": ["C", "H", "O", "C", "C", "C", "C", "C", "C", "H", "H", "H", "C", "N", "H", "C", "C", "H", "C", "H", "H", "C", "H", "H", "C", "H", "H", "H", "H", "H", "H", "H", "H", "H"], "positions_angstrom": [[4.426, 2.036, -0.147], [5.271, 1.391, 0.116], [3.239, 1.614, 0.477], [2.764, 0.366, 0.196], [1.589, 0.006, 0.858], [1.009, -1.233, 0.658], [1.610, -2.127, -0.225], [2.773, -1.776, -0.880], [3.357, -0.535, -0.679], [4.266, -0.288, -1.205], [3.241, -2.474, -1.559], [1.166, -3.098, -0.389], [-0.303, -1.589, 1.314], [-1.441, -1.502, 0.407], [-1.264, -2.097, -0.397], [-1.742, -0.156, -0.057], [-2.739, -0.196, -1.222], [-2.243, -0.299, -2.187], [-3.515, 1.108, -1.085], [-4.445, 1.106, -1.653], [-2.901, 1.943, -1.428], [-3.744, 1.203, 0.421], [-4.581, 0.564, 0.701], [-3.969, 2.219, 0.744], [-2.445, 0.671, 1.043], [-1.807, 1.491, 1.370], [-2.656, 0.036, 1.902], [-3.410, -1.044, -1.078], [-0.828, 0.371, -0.384], [-0.267, -2.618, 1.684], [-0.493, -0.924, 2.159], [1.148, 0.720, 1.537], [4.319, 2.069, -1.236], [4.613, 3.042, 0.226]], "charge": 0, "homo_lumo_gap_ha": 0.342, "smiles": "COc1cccc(CNC2CCCC2)c1", "lumo_energy_ev": 0.89}

<x>
{"formula": "C13H19NO", "method": "the ωB97M-V functional and the def2-TZVPD basis", "elements": ["C", "C", "C", "C", "C", "O", "C", "C", "H", "H", "H", "H", "H", "H", "C", "N", "C", "C", "C", "C", "C", "H", "H", "H", "H", "H", "H", "H", "H", "H", "H", "H", "H", "H"], "positions_angstrom": [[-3.561, 0.561, -2.955], [-3.109, -0.707, -2.541], [-1.940, -0.803, -1.786], [-1.199, 0.338, -1.458], [0.363, 0.142, -1.153], [0.928, 1.193, -1.641], [-1.644, 1.637, -1.886], [-2.833, 1.715, -2.652], [-4.478, 0.671, -3.533], [-3.663, -1.598, -2.842], [-1.511, -1.805, -1.608], [0.589, -0.981, -1.480], [-0.983, 2.485, -1.805], [-3.110, 2.706, -3.021], [2.514, -0.600, -0.284], [1.035, -0.152, 0.153], [1.348, 1.122, 1.030], [1.354, 0.983, 2.557], [0.406, -0.076, 3.125], [0.803, -1.415, 2.506], [0.611, -1.427, 0.974], [2.404, -1.658, -0.654], [2.996, 0.003, -1.128], [3.169, -0.569, 0.649], [2.382, 1.368, 0.744], [0.774, 2.035, 0.752], [2.387, 0.651, 2.819], [1.114, 1.977, 3.002], [0.603, -0.144, 4.203], [-0.665, 0.157, 2.972], [1.889, -1.585, 2.712], [0.181, -2.242, 2.922], [-0.416, -1.751, 0.719], [1.262, -2.233, 0.591]], "charge": 0, "homo_lumo_gap_ha": 0.296, "smiles": "C[N+]1([C@H]([O-])c2ccccc2)CCCCC1", "lumo_energy_ev": 0.59}

The structure with the greatest stability is <w>.

<w>
{"formula": "C3H4O3", "method": "the ωB97M-V functional and the def2-TZVPD basis", "elements": ["C", "C", "C", "H", "H", "H", "H", "O", "O", "O"], "positions_angstrom": [[-0.212, 0.044, -1.343], [0.713, -0.657, -0.554], [0.031, 0.021, 1.472], [-0.244, -0.453, -2.257], [1.624, -0.572, -1.288], [0.443, -1.652, -0.317], [0.121, 0.602, 2.382], [-0.755, 1.079, -1.243], [1.122, 0.097, 0.657], [-1.009, -0.473, 1.090]], "charge": 0, "homo_lumo_gap_ha": 0.402, "smiles": "O=CCOC=O", "lumo_energy_ev": 0.79}

<x>
{"formula": "C3H4O3", "method": "the ωB97M-V functional and the def2-TZVPD basis", "elements": ["C", "C", "C", "O", "O", "O", "H", "H", "H", "H"], "positions_angstrom": [[-0.122, 0.068, 0.227], [-0.637, 1.462, -0.446], [0.620, -1.589, 0.226], [-1.454, 0.467, -0.269], [-0.308, 2.372, -1.365], [-0.467, 2.764, -0.005], [-0.119, 0.142, 1.223], [-0.021, -2.396, -0.203], [1.103, -1.764, 1.169], [1.405, -1.525, -0.556]], "charge": 0, "homo_lumo_gap_ha": 0.413, "smiles": "C[C@@H]1OC12OO2", "lumo_energy_ev": 0.85}

<y>
{"formula": "C3H4O3", "method": "the ωB97M-V functional and the def2-TZVPD basis", "elements": ["C", "C", "C", "O", "O", "O", "H", "H", "H", "H"], "positions_angstrom": [[1.742, 0.415, 1.377], [0.650, -0.300, 0.115], [-1.522, -0.027, -0.862], [1.297, 1.200, 2.122], [1.015, -1.219, -0.564], [-0.505, 0.328, 0.032], [2.741, 0.141, 1.087], [-2.652, 0.117, -0.474], [-1.320, -1.232, -1.081], [-1.445, 0.576, -1.752]], "charge": 0, "homo_lumo_gap_ha": 0.364, "smiles": "COC(=O)C=O", "lumo_energy_ev": 0.24}

<z>
{"formula": "C3H4O3", "method": "the ωB97M-V functional and the def2-TZVPD basis", "elements": ["O", "C", "C", "O", "C", "O", "H", "H", "H", "H"], "positions_angstrom": [[0.091, 0.578, 1.714], [0.107, 0.293, 0.366], [0.260, -1.051, -0.322], [-0.182, -0.416, -1.532], [-0.969, 0.705, -0.527], [-1.808, 1.494, -0.745], [0.932, 0.963, 1.976], [0.692, 0.696, -0.601], [-0.420, -1.848, -0.023], [1.298, -1.414, -0.305]], "charge": 0, "homo_lumo_gap_ha": 0.400, "smiles": "O=C1OC[C@@H]1O", "lumo_energy_ev": 0.31}

The structure with the greatest stability is <w>.

<w>
{"formula": "C3H4O3", "method": "the ωB97M-V functional and the def2-TZVPD basis", "elements": ["O", "C", "O", "C", "C", "O", "H", "H", "H", "H"], "positions_angstrom": [[2.640, 0.016, -0.430], [1.480, 0.024, -0.167], [0.757, 1.123, 0.185], [-0.605, 0.779, -0.017], [-0.628, -0.739, 0.167], [0.695, -1.084, -0.193], [-1.261, 1.067, 0.779], [-0.873, 1.092, -1.035], [-0.832, -1.077, 1.200], [-1.372, -1.200, -0.486]], "charge": 0, "homo_lumo_gap_ha": 0.437, "smiles": "O=C1OCCO1", "lumo_energy_ev": 0.71}

<x>
{"formula": "C3H4O3", "method": "the ωB97M-V functional and the def2-TZVPD basis", "elements": ["C", "C", "C", "H", "H", "H", "H", "O", "O", "O"], "positions_angstrom": [[0.081, 0.190, 0.287], [0.749, -1.215, -0.044], [-1.231, 0.178, -0.350], [0.647, 2.186, -0.195], [0.113, 0.314, 1.352], [0.185, -2.010, 0.577], [-1.467, 1.014, -0.993], [1.142, 1.077, -0.121], [1.837, -1.031, -0.383], [-2.055, -0.702, -0.130]], "charge": 0, "homo_lumo_gap_ha": 0.373, "lumo_energy_ev": 0.32}

<y>
{"formula": "C3H4O3", "method": "the ωB97M-V functional and the def2-TZVPD basis", "elements": ["O", "C", "C", "O", "C", "O", "H", "H", "H", "H"], "positions_angstrom": [[1.020, 1.445, -0.756], [1.251, 0.477, -0.080], [0.426, -0.800, -0.174], [-0.887, -0.505, -0.632], [-1.541, 0.344, 0.177], [-1.126, 0.737, 1.235], [2.089, 0.456, 0.644], [0.865, -1.458, -0.929], [0.403, -1.321, 0.788], [-2.501, 0.625, -0.274]], "charge": 0, "homo_lumo_gap_ha": 0.411, "smiles": "O=CCOC=O", "lumo_energy_ev": 0.88}

The structure with the greatest stability is <w>.